ORCA calculation (ωB97M-V/def2-TZVPD) on a cluster of 12 separate species, C16H56N2O12 in total in a non-equilibrium geometry.

Calculated values
LUMO level: 0.13 eV
Total charge: 0
Relative energy (zero: lowest compared OMol25 entry of this formula, charge and spin): 4.417 eV
SMILES: NC(N)=O.CCO.CCO.CCO.CCO.CO.CO.CO.CO.CO.CO.CO

Each atom is followed by the atoms it is bonded to, with distances in Å.
Geometry (Å):
1 O -4.232 3.883 0.385  C26 1.425, H49 0.958
2 O 1.856 -4.146 2.091  C22 1.381, H86 0.954
3 O -2.625 -2.477 0.377  C27 1.408, H82 0.983
4 O -0.658 -4.944 -3.479  C30 1.475, H51 0.965
5 O -3.386 1.093 1.866  C18 1.440, H31 0.965
6 O -0.026 2.700 -4.599  C21 1.393, H59 0.946
7 O 1.865 0.988 5.153  C19 1.416, H61 0.943
8 O 5.447 0.786 -0.552  C25 1.456, H69 0.967
9 O 2.800 -2.181 -0.346  C24 1.419, H72 0.967
10 O 1.844 0.198 0.393  C17 1.412, H36 0.983
11 O -2.879 0.180 -3.083  C20 1.419, H79 0.935
12 O 2.925 2.803 -1.631  C15 1.378
13 N 3.469 2.397 0.608  C15 1.308, H47 1.065, H55 1.035
14 N 1.977 3.919 0.232  C15 1.284, H66 1.003, H84 1.001
15 C 2.778 3.058 -0.285  O12 1.378, N13 1.308, N14 1.284
16 C -0.267 -3.183 2.526  C22 1.486, H45 1.094, H56 1.113, H73 1.070
17 C 0.662 0.625 -0.251  O10 1.412, C23 1.509, H65 1.066, H68 1.106
18 C -2.137 0.787 2.514  O5 1.440, H33 1.110, H62 1.080, H63 1.097
19 C 0.962 0.027 4.637  O7 1.416, C29 1.531, H39 1.100, H75 1.133
20 C -3.319 0.697 -1.836  O11 1.419, H34 1.094, H57 1.049, H74 1.138
21 C -0.362 2.202 -3.343  O6 1.393, H35 1.156, H53 1.120, H81 1.094
22 C 0.896 -3.280 1.606  O2 1.381, C16 1.486, H40 1.111, H67 1.078
23 C -0.251 -0.572 -0.370  C17 1.509, H42 1.104, H46 1.101, H85 1.049
24 C 2.338 -2.410 -1.668  O9 1.419, H32 1.074, H50 1.109, H60 1.050
25 C 4.675 0.396 -1.723  O8 1.456, H70 1.088, H71 1.113, H78 1.040
26 C -3.081 4.331 -0.326  O1 1.425, C28 1.497, H52 1.092, H77 1.083
27 C -3.136 -2.577 -0.931  O3 1.408, H37 1.034, H38 1.087, H58 1.071
28 C -1.977 3.392 0.049  C26 1.497, H41 1.042, H64 1.115, H76 1.098
29 C 1.096 0.215 3.123  C19 1.531, H44 1.092, H54 1.085, H83 1.143
30 C -0.868 -5.027 -2.021  O4 1.475, H43 1.103, H48 1.107, H80 1.085
31 H -3.805 0.226 1.800  O5 0.965
32 H 1.381 -2.897 -1.659  C24 1.074
33 H -1.326 1.212 1.887  C18 1.110
34 H -3.473 1.779 -1.863  C20 1.094
35 H -0.196 1.064 -3.223  C21 1.156
36 H 2.213 1.048 0.720  O10 0.983
37 H -3.893 -1.910 -1.158  C27 1.034
38 H -2.290 -2.266 -1.539  C27 1.087
39 H -0.054 0.173 5.033  C19 1.100
40 H 1.419 -2.299 1.594  C22 1.111
41 H -1.659 3.485 1.037  C28 1.042
42 H 0.246 -1.536 -0.576  C23 1.104
43 H -0.239 -4.334 -1.438  C30 1.103
44 H 2.128 0.190 2.764  C29 1.092
45 H -0.881 -2.366 2.134  C16 1.094
46 H -0.847 -0.349 -1.269  C23 1.101
47 H 4.149 1.688 0.195  N13 1.065
48 H -1.914 -4.746 -1.790  C30 1.107
49 H -3.970 4.003 1.298  O1 0.958
50 H 2.985 -2.984 -2.361  C24 1.109
51 H -0.808 -4.006 -3.649  O4 0.965
52 H -3.244 4.366 -1.405  C26 1.092
53 H -1.458 2.321 -3.145  C21 1.120
54 H 0.678 1.193 2.908  C29 1.085
55 H 3.566 2.645 1.607  N13 1.035
56 H 0.067 -2.974 3.567  C16 1.113
57 H -2.700 0.411 -1.040  C20 1.049
58 H -3.499 -3.556 -1.167  C27 1.071
59 H -0.444 2.095 -5.194  O6 0.946
60 H 2.186 -1.460 -2.090  C24 1.050
61 H 1.923 0.914 6.091  O7 0.943
62 H -2.058 1.244 3.490  C18 1.080
63 H -1.952 -0.287 2.640  C18 1.097
64 H -2.252 2.318 -0.062  C28 1.115
65 H 0.912 1.049 -1.196  C17 1.066
66 H 1.512 4.401 -0.514  N14 1.003
67 H 0.466 -3.547 0.655  C22 1.078
68 H 0.289 1.446 0.389  C17 1.106
69 H 6.395 0.830 -0.738  O8 0.967
70 H 4.549 -0.675 -1.864  C25 1.088
71 H 3.639 0.492 -1.325  C25 1.113
72 H 2.334 -1.468 0.113  O9 0.967
73 H -0.926 -4.024 2.466  C16 1.070
74 H -4.316 0.263 -1.502  C20 1.138
75 H 1.325 -1.005 4.933  C19 1.133
76 H -1.029 3.558 -0.480  C28 1.098
77 H -2.852 5.359 -0.071  C26 1.083
78 H 4.752 1.051 -2.526  C25 1.040
79 H -3.322 0.682 -3.736  O11 0.935
80 H -0.581 -6.048 -1.790  C30 1.085
81 H 0.130 2.740 -2.527  C21 1.094
82 H -3.331 -2.043 0.906  O3 0.983
83 H 0.508 -0.579 2.548  C29 1.143
84 H 1.571 3.912 1.146  N14 1.001
85 H -0.932 -0.593 0.427  C23 1.049
86 H 2.543 -4.091 1.432  O2 0.954